68
Properties=species:S:1:pos:R:3 method="wB97M-V/def2-TZVPD" lumo_energy_ev=-4.06 max_force_ev_per_a=1.0 orbital_gap_ev=6.85 charge=+1
Pb 0.90032 -0.01511 0.47761
N -1.00132 -1.44124 -0.40008
C -2.02902 -0.74331 -1.20861
C -2.36466 0.63635 -0.63970
C -1.34858 1.68173 -1.10080
O -1.69788 2.74169 -1.56994
O -0.09009 1.30228 -1.04050
H -0.69279 -2.27099 -0.89821
H -1.40740 -1.76120 0.47632
H -2.93223 -1.35196 -1.27708
H -1.62844 -0.61855 -2.21484
H -2.38260 0.59709 0.45450
H -3.34442 0.96143 -0.98028
C 3.06969 0.45584 3.52721
Ge 1.67913 -0.96021 3.62176
C 2.47996 -2.66844 3.03038
C 1.02324 -1.13666 5.46874
C 0.13054 -0.71838 2.40991
H 3.95159 0.14816 4.09055
H 2.69466 1.38309 3.96119
H 3.37605 0.65561 2.49732
H 3.49807 -2.78051 3.40513
H 2.49926 -2.75035 1.94050
H 1.88474 -3.49828 3.41248
H 1.82391 -1.52367 6.09871
H 0.18761 -1.83497 5.50358
H 0.69795 -0.17781 5.86971
H -0.58662 0.01750 2.80183
C 4.95586 -1.17653 0.45878
Si 4.78386 0.17036 -0.84866
C 4.83919 1.89701 -0.09867
C 6.10166 -0.06011 -2.17076
As 2.53277 -0.07357 -1.69859
Si 2.33992 -2.22414 -2.76758
C 2.20672 -3.46433 -1.35181
C 3.90396 -2.50737 -3.77421
C 0.81280 -2.20928 -3.86376
Si 1.91103 1.93506 -2.97330
C 1.72866 3.42820 -1.85657
C 0.51197 1.61062 -4.17549
C 3.52381 2.05818 -3.96661
H 5.89916 -1.06895 0.99816
H 4.95269 -2.16573 -0.00421
H 4.14827 -1.14197 1.19340
H 5.73752 2.02202 0.50888
H 3.97650 2.08731 0.54426
H 4.85231 2.66536 -0.87391
H 7.07199 0.23455 -1.76483
H 5.91774 0.54430 -3.05954
H 6.17762 -1.10363 -2.47787
H 3.13720 -3.50025 -0.78148
H 2.01540 -4.47052 -1.73022
H 1.40718 -3.21206 -0.65281
H 4.72479 -2.84906 -3.14173
H 4.22062 -1.59376 -4.28082
H 3.73575 -3.26849 -4.53857
H -0.03476 -1.72019 -3.38135
H 0.51480 -3.22633 -4.12600
H 1.01680 -1.67555 -4.79347
H 0.67405 3.59257 -1.63573
H 2.12445 4.31182 -2.36187
H 2.26253 3.31027 -0.91176
H -0.45589 1.61787 -3.67471
H 0.63805 0.66942 -4.71158
H 0.50604 2.41727 -4.91248
H 4.36336 2.35779 -3.33572
H 3.42667 2.80080 -4.76142
H 3.77127 1.10279 -4.43679